No. 1
A 10-piece molecular cluster, C36H65B2Cl18F2NO7SSi overall in a non-equilibrium geometry. Source: the Open Molecules 2025 dataset; level of theory: ωB97M-V/def2-TZVPD.

XYZ file:
```
133
Properties=species:S:1:pos:R:3:forces:R:3
C 3.2657 0.5974 2.5313 -2.234 2.034 0.321
C 2.2422 1.6501 2.7789 1.959 -1.966 -0.739
C 1.5942 2.6354 1.5960 0.645 -0.062 1.714
C 0.1459 1.9890 1.0624 1.840 1.684 0.100
O 0.3654 0.5067 1.1166 -2.952 -0.094 -2.000
S -1.0718 -0.2836 0.5373 -3.586 -2.166 6.657
O -2.2200 0.3208 1.4404 3.939 -0.907 -4.251
O -1.1237 -1.7918 0.8713 1.755 4.784 -2.375
C -1.2021 0.1776 -1.2686 -0.884 1.424 -1.906
C -0.1262 -0.4853 -2.2823 2.328 -3.199 -0.959
F 1.1882 0.2529 -2.3921 -3.874 -1.128 0.284
F -0.6327 -0.6836 -3.6954 0.850 1.587 3.801
C 0.3671 -2.0351 -1.8828 1.112 1.107 0.226
C 1.6306 -2.4982 -2.8768 -1.581 -0.754 0.175
Si 3.2975 -2.5840 -1.8521 0.763 -0.321 -0.919
C 3.9217 -0.8669 -1.2452 -0.073 1.003 0.156
C 4.6631 -3.2328 -3.1064 1.199 -0.040 -0.258
C 3.1890 -3.8337 -0.3559 -0.164 -3.470 3.701
C 4.0764 -5.2333 -0.4210 -2.222 0.146 3.805
C 4.0016 -6.3203 0.8302 -2.190 3.276 0.128
C 3.0276 -6.0573 2.1257 -0.077 2.854 -2.416
C 2.1346 -4.6862 2.2421 3.043 -0.620 -3.988
C 2.2569 -3.5859 0.9902 1.591 -3.258 0.432
C -1.2948 1.8383 -1.2994 -0.044 0.784 0.171
N -2.6589 2.3406 -0.7724 0.896 -1.304 0.724
B -1.2818 2.4732 -2.8511 -0.115 0.405 -2.958
O -2.5762 2.8988 -3.4932 3.524 0.742 2.103
O -0.0749 2.6321 -3.6832 -1.693 0.192 3.089
C -0.0417 2.5625 -0.4717 0.464 -0.590 0.480
B -0.1831 4.2352 -0.4592 0.049 1.558 -0.245
O -1.1403 4.9767 0.3860 3.226 -1.792 0.163
O 0.7169 5.0182 -1.3759 -0.168 -2.112 3.130
H 3.0365 -0.5071 2.9123 1.170 2.808 0.159
H 4.2692 0.7978 1.9357 -2.816 -0.673 0.354
H 1.8428 1.7508 3.8979 -0.024 -0.772 -2.942
H 2.3501 2.8217 0.7040 -1.559 -0.505 1.865
H 1.3175 3.6419 2.1538 0.587 -1.757 -1.419
H -0.6549 2.3667 1.8267 1.195 -1.268 -1.630
H -2.2827 -0.1850 -1.6255 2.440 0.430 0.963
H -0.5197 -2.8063 -1.8961 1.712 1.820 0.156
H 0.8694 -1.9498 -0.8031 -1.674 -0.236 -2.149
H 1.7046 -1.8162 -3.8245 -0.124 -1.401 1.809
H 1.3675 -3.6177 -3.1973 0.678 2.487 0.413
H 4.8588 -1.0435 -0.5548 -1.907 0.520 -1.270
H 4.2313 -0.1850 -2.1741 -0.677 -1.474 2.035
H 3.0443 -0.3290 -0.6624 1.986 -0.893 -0.964
H 4.5366 -2.7588 -4.1767 0.080 -1.032 2.047
H 4.6799 -4.4033 -3.1829 -0.032 2.286 -0.074
H 5.7368 -2.8740 -2.7283 -2.243 -0.878 -0.731
H 4.8065 -5.5129 -1.3098 -1.822 0.852 2.054
H 4.6610 -7.2974 0.7831 -1.564 2.247 0.121
H 2.9361 -6.8275 3.0288 0.381 1.740 -2.344
H 1.4266 -4.4669 3.1565 1.750 -0.508 -2.224
H 1.6194 -2.6014 1.1366 1.475 -2.178 -0.516
H -3.3687 1.5579 -0.8265 1.132 1.307 0.049
H -2.5972 2.5969 0.2356 0.069 -0.555 -0.984
H -2.6192 3.8901 -3.2492 -0.270 -2.035 -0.595
H 0.7631 2.7127 -3.1409 -1.455 -0.491 -0.872
H 1.0122 2.3791 -1.0024 -2.457 -0.085 0.952
H -0.7198 4.9578 1.3125 -1.153 0.118 -1.789
H 1.6684 4.8698 -1.0337 -1.967 0.209 -1.048
Cl -1.9008 -1.8593 5.0081 0.051 0.035 0.121
C -2.2662 -2.8872 3.5991 -0.009 -0.302 -0.311
C -2.2539 -4.3666 3.9498 -0.406 0.183 -0.118
Cl -0.6163 -4.9547 4.3307 -0.171 -0.075 0.306
H -1.5430 -2.6533 2.8120 -0.192 -0.083 0.305
H -3.2598 -2.5969 3.2455 0.144 -0.105 0.061
H -2.6096 -4.9530 3.0972 0.113 0.207 0.034
H -2.9009 -4.5836 4.8051 0.226 0.084 -0.079
Cl -0.4124 -6.4033 1.0067 -0.123 -0.025 -0.021
C -1.7998 -7.4806 1.3066 -0.127 -0.100 -0.064
C -2.9177 -7.2705 0.2976 0.167 -0.283 0.088
Cl -3.7178 -5.6919 0.4981 -0.025 0.175 0.022
H -2.1445 -7.3123 2.3313 0.043 0.038 -0.200
H -1.4243 -8.5057 1.2378 -0.131 0.132 -0.075
H -3.6887 -8.0350 0.4336 0.184 0.174 0.043
H -2.5504 -7.3377 -0.7309 -0.072 0.192 0.356
Cl -4.7891 -11.8487 0.3011 0.033 0.059 0.007
C -5.2674 -10.7612 -1.0270 -0.069 0.120 -0.215
C -4.1989 -10.6675 -2.1046 -0.322 -0.148 -0.150
Cl -2.7406 -9.8182 -1.5348 0.075 -0.332 -0.154
H -5.4941 -9.7807 -0.5975 0.133 -0.195 -0.076
H -6.1896 -11.1681 -1.4518 0.200 0.038 -0.002
H -4.5817 -10.0999 -2.9583 0.018 -0.048 0.201
H -3.8986 -11.6571 -2.4617 -0.031 0.196 0.194
Cl 3.3058 3.6643 6.6205 -0.044 -0.009 -0.039
C 3.3870 2.3346 7.8040 0.036 -0.242 0.209
C 3.6370 0.9900 7.1397 0.227 0.070 0.179
Cl 2.2418 0.4456 6.1756 -0.013 -0.022 0.073
H 2.4554 2.3340 8.3779 0.148 -0.031 -0.227
H 4.2077 2.5701 8.4878 -0.073 -0.088 -0.164
H 3.8109 0.2256 7.9032 -0.087 0.176 -0.069
H 4.5125 1.0207 6.4842 -0.243 0.081 0.068
Cl 2.4601 10.1394 -0.4425 0.093 0.032 0.101
C 2.0948 9.1115 -1.8515 -0.050 -0.155 -0.087
C 2.1071 7.6321 -1.5007 -0.459 0.403 -0.224
Cl 3.7446 7.0441 -1.1198 0.090 -0.140 0.091
H 2.8179 9.3454 -2.6385 -0.115 -0.061 0.199
H 1.1012 9.4019 -2.2051 0.326 -0.166 0.272
H 1.7513 7.0457 -2.3534 0.066 0.200 0.158
H 1.4601 7.4152 -0.6455 0.198 0.118 -0.200
Cl -4.3323 -2.5587 10.6831 0.015 0.021 0.024
C -4.8106 -1.4712 9.3550 -0.068 0.170 -0.242
C -3.7421 -1.3775 8.2774 -0.288 -0.110 -0.109
Cl -2.2839 -0.5282 8.8472 0.004 -0.035 0.013
H -5.0373 -0.4907 9.7845 0.160 -0.207 -0.060
H -5.7329 -1.8780 8.9302 0.197 0.021 -0.002
H -4.1249 -0.8099 7.4237 0.028 -0.073 0.178
H -3.4419 -2.3671 7.9202 -0.016 0.211 0.157
Cl 1.9614 -3.7146 -6.3388 0.053 0.002 -0.015
C 1.5056 -2.1200 -6.9908 -0.088 0.234 -0.137
C 2.5054 -1.6133 -8.0181 -0.305 -0.025 -0.122
Cl 4.0736 -1.1972 -7.2830 0.021 -0.046 0.034
H 1.4040 -1.4265 -6.1506 0.102 -0.136 -0.156
H 0.5223 -2.2381 -7.4553 0.196 0.021 0.005
H 2.1248 -0.7011 -8.4877 0.011 -0.136 0.163
H 2.6839 -2.3518 -8.8054 0.002 0.083 0.259
Cl -3.4570 7.6885 0.5871 0.007 0.017 -0.063
C -4.4729 7.5857 -0.8733 -0.077 -0.021 -0.184
C -4.3942 6.2174 -1.5316 -0.462 -0.031 0.158
Cl -2.7970 5.9105 -2.2578 0.153 0.265 -0.036
H -4.1637 8.3811 -1.5581 0.028 -0.219 0.134
H -5.5005 7.7885 -0.5581 0.142 -0.150 -0.073
H -5.1271 6.1527 -2.3416 0.148 0.087 0.113
H -4.6039 5.4144 -0.8187 0.190 0.178 -0.101
Cl 0.2237 8.9044 -4.4461 -0.175 -0.100 -0.334
C -0.2321 10.4989 -5.0981 -0.095 0.294 -0.159
C 0.7677 11.0057 -6.1254 -0.256 -0.027 -0.122
Cl 2.3359 11.4218 -5.3903 -0.006 -0.061 0.033
H -0.3337 11.1924 -4.2579 0.140 -0.151 -0.157
H -1.2154 10.3809 -5.5626 0.199 -0.005 0.001
H 0.3871 11.9178 -6.5950 0.006 -0.142 0.158
H 0.9462 10.2672 -6.9127 -0.009 0.085 0.256
```
Forces are in eV/Å.

Values from the calculation:
SMILES	C=CC[C@@H]1OS(=O)(=O)[C@H](C(F)(F)CC[Si](C)(C)c2ccccc2)[C@](N)(B(O)O)[C@H]1B(O)O.ClCCCl.ClCCCl.ClCCCl.ClCCCl.ClCCCl.ClCCCl.ClCCCl.ClCCCl.ClCCCl
highest occupied orbital energy	-8.17	eV
HOMO-LUMO gap	8.177	eV
relative energy (zero: lowest compared OMol25 entry of this formula, charge and spin)	1590.0	kJ/mol

Here are the Löwdin charges for atoms 1 to 8, given in e: C -0.036; C -0.147; C -0.114; C -0.260; O -0.254; S 0.889; O -0.353; O -0.349

***

No. 2
C4H8O in the gas phase in a non-equilibrium geometry. Source: the Open Molecules 2025 dataset; level of theory: ωB97M-V/def2-TZVPD.

XYZ file:
```
13
Properties=species:S:1:pos:R:3:forces:R:3
C 1.0209 0.4599 -1.3749 0.018 0.192 -0.036
C -0.0285 -0.2697 -0.5489 -0.498 0.563 -0.095
C 0.1423 -0.3019 0.9783 -0.298 0.218 0.136
C -1.3138 -0.1626 1.3992 -0.486 0.309 0.317
O -2.0857 0.5731 0.8191 -0.017 -0.205 1.055
H 2.0427 0.0564 -1.3672 -0.296 -0.107 0.183
H 1.0639 1.4955 -1.0264 0.155 0.016 -0.114
H 0.6846 0.4790 -2.4176 0.131 0.048 0.117
H -1.0136 0.3952 -0.5322 2.163 -1.830 -1.564
H -0.1060 -1.3292 -0.8844 -0.569 0.818 -0.072
H 0.6106 -1.1734 1.4627 -0.186 0.174 -0.431
H 0.7053 0.5818 1.3113 -0.228 -0.039 0.023
H -1.7228 -0.8041 2.1811 0.111 -0.158 0.482
```
Forces are in eV/Å.

Values from the calculation:
SMILES	CCCC=O
highest occupied orbital energy	-9.86	eV
HOMO-LUMO gap	10.895	eV
relative energy (zero: lowest compared OMol25 entry of this formula, charge and spin)	115.4	kJ/mol

Here are the Löwdin charges for atoms 1 to 8, given in e: C -0.127; C -0.275; C -0.163; C -0.247; O 0.016; H 0.070; H 0.071; H 0.068